(1)
DFT (the ωB97M-V functional and the def2-TZVPD basis) results for a single C4H7NO2 molecule.

Summary:
- HOMO energy (Ha) = -0.337
- net charge = 0
- E_LUMO (Ha) = -0.003

CARTESIAN COORDINATES (ANGSTROEM)
O -1.103 -0.014 -1.917
O 1.278 0.489 2.357
N 0.241 -1.340 0.001
C 0.712 -0.046 -0.248
C 0.601 0.741 1.375
C 0.052 0.604 -1.429
C -0.571 -0.489 0.931
H -0.166 1.655 -1.237
H 0.914 -1.806 0.610
H 0.863 0.607 -2.176
H -1.528 -0.230 0.490
H -0.981 -0.957 -1.717
H -0.697 -0.992 1.886
H 0.384 1.777 1.072

=====

(2)
DFT (the ωB97M-V functional and the def2-TZVPD basis) results for a molecular structure, C4H7NO2.

Summary:
- HOMO energy (Ha) = -0.344
- net charge = 0
- E_LUMO (Ha) = 0.024

CARTESIAN COORDINATES (ANGSTROEM)
O 0.033 1.210 1.559
O -1.575 -2.461 0.355
N 0.899 -0.879 0.037
C 0.005 0.988 0.175
C 1.319 0.434 -0.452
C -0.464 -0.438 -0.191
C -1.633 -1.256 0.276
H 1.216 -1.726 -0.416
H 2.316 0.795 -0.176
H 1.145 0.504 -1.557
H -0.639 -0.325 -1.306
H 0.464 2.060 1.712
H -0.486 1.810 -0.358
H -2.602 -0.716 0.342

=====

(3)
DFT (the ωB97M-V functional and the def2-TZVPD basis) results for a single C4H7NO2 molecule.

Summary:
- HOMO energy (spin up / spin down) (Ha) = -0.333 / -0.299
- net charge = 0
- E_LUMO (spin up / spin down) (Ha) = -0.014 / -0.036

CARTESIAN COORDINATES (ANGSTROEM)
O -1.510 0.305 0.494
O 0.000 1.774 -0.249
N -0.189 -0.371 -1.303
C 1.029 -0.884 -0.620
C 0.745 -0.319 0.669
C -0.612 -0.531 1.245
C -0.849 0.682 -0.703
H 1.318 0.511 1.078
H 2.002 -0.609 -1.033
H -0.667 -0.181 2.277
H -1.613 1.082 -1.381
H 0.528 2.057 -1.008
H -0.908 -1.590 1.194
H 0.884 -1.961 -0.682

=====

(4)
DFT (the ωB97M-V functional and the def2-TZVPD basis) results for 3 unconnected molecules or ions with the total composition C4H7NO2.

Summary:
- HOMO energy (Ha) = -0.325
- net charge = 0
- E_LUMO (Ha) = 0.034

CARTESIAN COORDINATES (ANGSTROEM)
O -1.353 3.263 -0.409
O -1.429 -0.855 -0.469
N 0.940 0.907 -0.831
C -1.591 2.156 -0.360
C -0.996 -1.132 0.788
C 2.168 1.214 -0.810
C -0.564 -2.339 1.141
H 2.992 0.506 -0.962
H -0.552 -3.152 0.422
H 0.798 -0.090 -1.005
H -1.020 -0.297 1.490
H -0.237 -2.532 2.156
H -1.606 0.097 -0.526
H 2.450 2.254 -0.627

=====

Quick rundown of E_tot, same order as above: -361.68402, -361.77348, -361.68524, -361.78283 a.u.
Quick rundown of relative energy (zero: lowest compared OMol25 entry of this formula, charge and spin), same order as above: 123.5, 67.4, 122.8, 61.5 kcal per mole